ORCA calculation (wB97M-V/def2-TZVPD) on C56H74ClN2O7P2PtSSi as an isolated structure.

XYZ file:
```
145
C56H74ClN2O7P2PtSSi, DFT wB97M-V/def2-TZVPD
Pt -0.4780 -0.2109 0.3862
C 3.2366 -0.4313 1.1163
Si 1.5459 0.1882 1.5725
C 1.2848 -0.7541 3.1656
C 2.1579 -0.5733 4.2415
C 2.0165 -1.3140 5.3991
C 1.0186 -2.2806 5.4840
C 0.1696 -2.4981 4.4156
C 0.2945 -1.7266 3.2548
P -0.8159 -1.9752 1.8476
C -2.5119 -2.3065 2.4769
C -3.1795 -1.0146 2.9325
C -4.5426 -1.2692 3.5994
C -5.1556 -2.5612 3.0746
C -4.2641 -3.7518 3.4620
C -2.7772 -3.3603 3.5674
C -0.3522 -3.4700 0.8539
C 0.8579 -3.2934 -0.0990
C 2.0710 -4.1515 0.2794
C 2.2491 -4.2255 1.7898
C 1.0802 -5.0010 2.4048
C -0.2185 -4.8081 1.6072
C 1.5314 2.0526 1.6070
C 2.7232 2.7767 1.5483
C 2.7106 4.1572 1.4217
C 1.4999 4.8292 1.3512
C 0.3032 4.1320 1.4174
C 0.3184 2.7481 1.5342
P -1.1741 1.7114 1.6787
C -2.7945 2.2545 0.9278
C -2.9164 3.7528 0.5880
C -4.3578 4.1320 0.1783
C -5.1544 2.9583 -0.3889
C -4.2128 2.0865 -1.2032
C -3.2327 1.3735 -0.2687
C -1.5516 1.9527 3.5128
C -0.5434 1.4180 4.5303
C -0.6848 2.0771 5.9146
C -2.1233 2.4978 6.1641
C -2.5074 3.5886 5.1604
C -1.7579 3.4487 3.8212
H 3.8512 -0.4165 2.0223
H 3.7119 0.1689 0.3515
H 3.1961 -1.4601 0.7582
H 2.9420 0.1744 4.1817
H 2.6837 -1.1499 6.2353
H 0.9110 -2.8737 6.3826
H -0.5718 -3.2767 4.4893
H -3.0056 -2.6421 1.5678
H -3.3001 -0.3696 2.0622
H -2.5156 -0.5325 3.6452
H -5.2040 -0.4209 3.4155
H -4.4238 -1.3439 4.6840
H -5.2546 -2.4930 1.9884
H -6.1594 -2.7020 3.4749
H -4.3739 -4.5505 2.7252
H -4.5817 -4.1614 4.4227
H -2.1717 -4.2571 3.4719
H -2.5751 -2.9302 4.5505
H -1.2594 -3.5541 0.2477
H 1.1734 -2.2528 -0.1617
H 0.5364 -3.5574 -1.1064
H 2.9563 -3.7344 -0.2047
H 1.9516 -5.1639 -0.1178
H 2.2875 -3.2110 2.2002
H 3.1948 -4.7028 2.0486
H 0.9468 -4.7207 3.4490
H 1.3129 -6.0678 2.4014
H -1.0886 -5.0119 2.2262
H -0.2495 -5.5538 0.8074
H 3.6733 2.2569 1.5910
H 3.6412 4.7049 1.3571
H 1.4803 5.9039 1.2300
H -0.6242 4.6783 1.3425
H -3.4623 2.0433 1.7722
H -2.2197 3.9908 -0.2168
H -2.6542 4.3749 1.4347
H -4.2817 4.9080 -0.5851
H -4.8845 4.5730 1.0275
H -5.9844 3.3274 -0.9915
H -5.5942 2.3611 0.4182
H -3.6688 2.7063 -1.9217
H -4.7566 1.3335 -1.7753
H -2.3693 1.0719 -0.8609
H -3.6990 0.4714 0.1171
H -2.5190 1.4762 3.6420
H 0.4618 1.6023 4.1582
H -0.6599 0.3449 4.6412
H -0.0363 2.9545 5.9841
H -0.3431 1.3745 6.6759
H -2.2545 2.8618 7.1830
H -2.7790 1.6273 6.0572
H -2.2756 4.5710 5.5756
H -3.5841 3.5682 4.9785
H -0.7845 3.9396 3.8655
H -2.3394 3.9535 3.0635
O -0.4105 2.2520 -3.4201
Cl -0.2523 3.0333 -2.2287
O 1.0767 3.5678 -2.1151
O -1.2168 4.0913 -2.1776
O -0.4953 2.1479 -1.0612
O -3.4308 -1.6230 -0.0810
C -2.7098 -1.8820 -1.0341
N -3.0606 -2.6966 -2.0534
C -2.0156 -2.8307 -3.0387
C -0.9629 -1.8815 -2.4304
O 0.0947 -1.6708 -2.9630
N -1.4124 -1.4011 -1.2185
C -2.4996 -2.3969 -4.4153
C -3.4197 -3.2174 -5.0651
C -3.9275 -2.8628 -6.3030
C -3.5128 -1.6838 -6.9099
C -2.5977 -0.8657 -6.2683
C -2.0899 -1.2178 -5.0232
C -1.3856 -4.2225 -3.0497
C -0.3818 -4.5045 -3.9734
C 0.2453 -5.7388 -3.9657
C -0.1256 -6.7095 -3.0417
C -1.1294 -6.4366 -2.1274
C -1.7566 -5.1948 -2.1297
H -4.0012 -3.0341 -2.1636
H -3.7275 -4.1517 -4.6066
H -4.6406 -3.5085 -6.7985
H -3.9020 -1.4076 -7.8808
H -2.2726 0.0556 -6.7334
H -1.3777 -0.5647 -4.5366
H -0.0920 -3.7488 -4.6917
H 1.0235 -5.9489 -4.6878
H 0.3596 -7.6766 -3.0446
H -1.4353 -7.1915 -1.4139
H -2.5416 -4.9912 -1.4120
O 1.6276 -0.4193 -1.0666
S 1.9574 0.5854 -2.1814
C 3.6384 1.2210 -1.9504
C 4.1362 1.4282 -3.3713
C 3.8581 0.1015 -4.0768
C 2.4415 -0.3281 -3.6971
H 4.2272 0.4687 -1.4251
H 3.5602 2.1409 -1.3717
H 5.1945 1.6861 -3.3859
H 3.5814 2.2456 -3.8376
H 4.5741 -0.6470 -3.7323
H 3.9636 0.1882 -5.1573
H 2.3306 -1.3837 -3.4801
H 1.6965 -0.0329 -4.4329
```

LUMO level ... -4.4 eV
Orbital gap ... 6.44 eV
Net charge ... +1
Multiplicity ... 1
Relative energy (zero: lowest compared OMol25 entry of this formula, charge and spin) ... 0.0 kcal per mole